19
Properties=species:S:1:pos:R:3:forces:R:3:nbo_charge:R:1 method="wB97M-V/def2-TZVPD" total_energy_ha=-704.3938 relative_energy_kcal_mol=27.91 homo_ev=-8.73 orbital_gap_ev=9.22 smiles=NCNCCS.O
S 3.672529 0.051772 0.560855 0.3 -0.1 -0.4 -0.06
H -0.686649 -0.134717 -1.305663 -0.6 -0.4 0.1 0.38
H -3.551245 1.889698 -1.153761 0.1 0.0 0.0 0.47
H 1.265399 1.341453 -0.061760 0.2 0.1 0.1 0.19
C 2.066575 -0.701811 0.119075 0.0 1.3 0.3 -0.53
H 1.713181 -0.918882 1.101300 -0.6 -0.7 0.6 0.21
C 1.126113 0.346341 -0.478839 -1.2 -1.3 -0.4 -0.23
H 1.248869 0.352934 -1.556475 0.7 0.6 -0.1 0.20
H 0.083686 0.545310 1.832117 0.1 0.3 0.5 0.35
H -3.992953 0.967751 -2.298155 0.0 0.3 0.1 0.47
N -0.287486 -0.093208 -0.391432 0.5 1.1 -0.2 -0.68
O -4.013472 1.886863 -1.995949 0.0 -0.3 -0.2 -0.94
H -1.882163 -1.014175 0.571377 0.0 -0.1 -0.2 0.19
H -0.333348 -1.785200 0.780823 0.2 -0.4 0.6 0.15
N -0.685489 -0.086952 1.993885 0.4 -0.5 -0.3 -0.84
H 2.069615 -1.588692 -0.497864 0.4 -0.2 0.0 0.23
H -1.496968 0.476563 2.206385 0.0 0.0 -0.2 0.36
H 4.504712 -0.712557 -0.156586 -0.1 0.0 -0.1 0.13
C -0.820905 -0.822490 0.730668 -0.5 0.4 -0.2 -0.05

---

10
Properties=species:S:1:pos:R:3:forces:R:3:nbo_charge:R:1 method="wB97M-V/def2-TZVPD" total_energy_ha=-835.8775 relative_energy_kcal_mol=78.25 homo_ev=-8.10 orbital_gap_ev=8.03
C -1.213947 -0.888144 -0.858000 7.4 -2.5 0.9 -0.72
H -1.322619 -1.782291 -0.228994 0.1 0.4 -0.3 0.20
H 2.517882 -0.315592 -0.105961 0.7 0.1 -0.7 0.37
H -0.500679 2.373804 0.552227 -2.1 0.6 0.4 0.13
N 1.895078 -0.514394 0.640052 -0.3 -0.1 0.7 -1.26
H -0.141043 -0.094448 1.824823 0.5 0.9 -0.5 -0.02
H -0.540707 -1.069660 -1.774580 -1.5 0.5 1.4 0.21
H -1.984146 -0.292286 -0.861587 -4.1 3.2 -0.6 0.16
P 0.567070 0.270899 0.618939 -2.1 -2.8 -1.2 1.17
S 0.723112 2.312112 0.193082 1.3 -0.4 -0.1 -0.24

---

91
Properties=species:S:1:pos:R:3:forces:R:3:lowdin_spin:R:1 method="wB97M-V/def2-TZVPD" total_energy_ha=-3365.0289 spin_multiplicity=2 homo_ev="-6.96 / -7.29" orbital_gap_ev="5.44 / 5.74" s_squared=0.76
C 0.947589 -1.337209 6.697396 0.0 0.0 0.1 0.00
H -0.360649 -0.788586 5.094139 -0.1 0.0 0.0 0.00
C 2.497369 -3.472874 0.970262 -0.1 0.1 0.1 0.00
C 5.391779 -3.867542 -2.592441 0.1 0.0 -0.1 0.00
H 2.468305 -1.919057 8.094985 0.0 0.0 0.1 0.00
H 4.513101 -1.956067 -2.177109 0.0 0.1 0.0 0.00
O -5.520162 -2.021303 1.741496 -0.2 -0.3 -0.2 0.00
H 6.358246 -3.453840 -2.842292 0.1 0.0 0.0 0.00
H 0.510564 7.496350 -0.687086 0.0 0.0 -0.1 0.00
C -1.538420 1.206664 -2.164841 0.2 0.4 0.3 0.01
H 0.165846 -1.312071 7.441411 -0.1 0.0 0.1 0.00
C -3.965265 -0.208625 1.967287 0.4 -0.1 -0.1 0.00
C -0.317457 4.548706 0.758209 0.0 0.2 0.0 0.00
H 5.990774 -5.899594 -2.920361 0.1 0.0 -0.1 0.00
H -1.662161 6.784411 2.916616 -0.1 0.0 0.0 0.00
C 3.123397 -3.551193 -1.859350 0.1 -0.1 -0.1 0.00
C 2.238226 -1.679269 7.066486 0.0 0.0 0.0 0.00
N 0.603431 0.920222 1.363599 0.5 0.9 0.8 0.01
C 3.942738 -5.759304 -2.328300 0.0 -0.1 0.0 0.00
C 1.913202 -2.560996 0.025509 0.0 0.2 0.4 0.01
H 1.062741 3.783949 2.980906 0.0 0.2 0.1 0.00
C 2.084944 -2.631093 -1.347109 -0.5 0.3 -0.4 0.01
H -3.641406 0.753457 -7.951276 0.0 0.0 -0.1 0.00
N -0.793871 1.276534 -1.010998 -0.2 1.8 -1.1 0.00
C -0.885904 2.575963 -0.581825 -0.2 -0.3 -0.1 0.01
C -2.061890 0.381742 -4.448006 -0.1 0.0 -0.1 0.00
C -2.040402 1.345205 -6.657344 0.0 0.1 -0.1 0.00
C 0.650906 -1.045355 5.377465 0.0 0.0 -0.1 0.00
C 1.312696 -0.805317 2.989496 -0.2 0.4 -0.5 0.02
H 3.778902 -6.824614 -2.390266 0.0 -0.1 0.0 0.00
C -1.803410 3.304174 -1.417005 0.0 -0.1 0.0 0.00
C 0.228146 5.445667 -0.155277 0.0 -0.1 0.1 0.00
H -4.799104 -2.374512 1.149210 0.0 0.3 0.1 0.00
C 1.185674 -2.225655 -3.631260 -0.4 0.3 -0.6 0.01
C 2.939756 -1.438893 4.783355 -0.1 0.1 -0.1 0.00
C 1.459126 -1.788847 2.022394 0.2 0.0 -0.1 0.00
C 2.166285 -3.029164 2.204449 -0.1 0.0 -0.2 0.00
C 2.916195 -4.922547 -1.926651 0.0 0.0 0.0 0.00
H -4.700401 -0.696363 -6.264738 -0.1 0.0 0.0 0.00
C 0.491551 2.290449 1.434372 -0.3 0.0 -0.5 0.01
C -2.235225 2.447189 -2.372849 0.1 0.0 0.1 0.01
C -1.135599 6.408885 2.051473 -0.1 0.1 0.1 0.00
C 0.104146 -1.537396 -4.098193 0.6 -0.5 0.0 0.00
H 2.415314 -3.460245 3.152356 0.1 -0.1 0.2 0.00
H 3.717477 -1.465770 4.032892 0.1 0.0 0.0 0.00
C -3.526846 0.992224 2.501173 -0.2 -0.3 -0.2 0.01
H -0.577622 1.750523 -5.144450 0.1 0.0 0.0 0.00
H 4.244702 -1.996639 6.377989 0.0 0.0 0.0 0.00
H -2.069359 4.333870 -1.278725 -0.1 0.2 0.0 0.00
O -1.438906 -1.812814 -0.189786 -1.0 -1.0 -0.1 0.00
C -3.230096 -0.299367 -4.765269 0.1 0.0 0.1 0.00
C 0.085081 6.808259 0.028366 0.0 0.1 -0.1 0.00
H -1.564569 1.978344 -7.393432 0.0 0.0 0.0 0.00
C -2.608260 -1.851881 0.333860 -0.6 -0.4 0.0 0.00
H 1.627333 1.598730 4.443480 0.1 0.0 0.2 0.00
N -1.857494 0.194093 1.286362 -1.1 -0.8 0.3 0.00
H -2.912404 2.628403 -3.185432 -0.1 0.1 -0.1 0.00
C -1.478677 1.213279 -5.400506 -0.1 0.0 0.0 0.00
H 3.061136 -4.345566 0.701734 0.1 -0.1 0.0 0.00
Ti -0.182316 -0.367821 -0.056911 -0.4 0.4 0.7 0.88
H -1.423347 4.362645 2.588329 0.0 0.0 0.1 0.00
C -1.384592 0.228307 -3.134676 0.6 -0.6 0.2 -0.02
N 1.230993 -1.573008 0.687594 1.6 -1.0 0.4 0.02
C 5.186891 -5.235882 -2.639235 0.0 -0.1 -0.1 0.00
N -2.272975 1.195236 2.069451 0.0 -0.4 -0.1 0.00
C -2.868341 -0.671452 1.202073 -0.1 1.0 0.6 0.01
C 0.967058 2.755779 2.692925 0.2 -0.3 0.6 -0.01
H -1.643504 1.966277 2.267283 -0.1 -0.2 -0.1 0.00
C 1.022791 0.519977 2.605575 0.2 -0.5 -0.1 0.00
C -0.612516 7.291631 1.122037 0.0 0.1 0.1 0.00
C 3.233781 -1.727815 6.104239 0.1 0.0 0.0 0.00
H 1.810145 -2.924171 -4.152038 0.1 -0.1 -0.2 0.00
C -0.209078 3.094292 0.512915 0.3 -0.5 0.3 -0.01
O -3.462416 -2.721983 0.171459 0.4 0.3 0.1 0.00
C 1.259338 1.647713 3.437122 -0.2 0.6 -0.1 0.00
H 0.768799 5.065567 -1.008915 0.0 -0.1 -0.1 0.00
H -0.325853 -1.558060 -5.078753 -0.1 0.0 -0.2 0.00
C 4.360530 -3.025131 -2.216533 0.0 -0.1 0.0 0.00
C -3.201303 0.656831 -6.970239 0.0 0.0 0.0 0.00
C 1.312632 -1.894085 -2.252662 0.0 -0.2 0.6 0.01
C -0.372927 -0.740666 -3.020333 -0.3 0.7 0.1 0.01
C 1.644106 -1.095302 4.403775 0.0 -0.1 0.1 0.00
H -4.043717 1.677368 3.142909 -0.1 0.1 0.1 0.00
C -0.991501 5.046027 1.869550 0.0 0.0 -0.1 0.00
H 1.949695 -5.322901 -1.656870 -0.1 -0.1 0.0 0.00
O -6.087563 -0.251152 2.947217 -0.1 0.0 0.0 0.00
H -0.748131 8.354387 1.252564 0.0 0.1 0.0 0.00
C -3.796500 -0.157980 -6.021782 -0.1 0.0 -0.1 0.00
N 0.385302 -0.953919 -1.902165 0.6 -0.6 -1.0 0.01
H -3.688553 -0.939724 -4.026383 0.0 -0.1 0.1 0.00
C -5.288045 -0.828709 2.253925 0.2 0.3 0.0 0.00

---

| no. | largest force on an atom (eV/A) |
| --- | --- |
| 1 | 1.85 |
| 2 | 7.85 |
| 3 | 2.12 |